# C40H86O22P2S7

A molecular structure, C40H86O22P2S7 (wB97M-V/def2-TZVPD, OMol25).

Geometry as ORCA input:
```
! wB97M-V def2-TZVPD RIJCOSX def2/J DEFGRID3
* xyz 0 1
S -0.893 -4.266 -1.161
S 1.644 -1.593 0.886
S -3.412 -0.658 0.112
S 2.040 0.920 2.696
S -2.505 4.060 -5.577
S -2.077 -0.976 -4.218
S -0.869 2.174 -0.902
P 3.081 3.481 0.388
P 0.100 -3.941 3.490
O -2.351 -1.559 -5.526
O -1.470 2.953 0.172
O -0.160 -4.935 2.230
O -3.825 -0.125 -1.153
O -2.540 0.153 1.024
O 1.833 4.289 1.041
O 3.013 -0.096 3.205
O 4.153 4.716 0.343
O 0.001 -2.481 2.764
O -3.331 5.165 -6.022
O 1.367 -4.193 4.201
O -2.348 -1.692 -2.961
O 0.550 -2.380 0.372
O 3.590 2.330 1.187
O 1.951 1.327 1.320
O -2.492 2.688 -6.136
O 2.793 3.252 -1.218
O -1.624 -5.224 -1.966
O -1.376 -3.722 0.155
O -1.286 -3.984 4.289
O -0.248 2.876 -2.056
O 1.654 -0.138 0.712
C -3.414 -3.282 0.892
C 0.323 1.598 4.716
C -0.281 -0.364 0.029
C 0.798 -4.915 1.144
C 0.315 0.709 3.339
C -1.297 3.945 -3.141
C -1.330 -0.446 2.872
C 1.684 -3.899 -1.901
C -0.281 4.376 -0.036
C -1.946 0.734 -1.365
C -0.431 -2.880 -2.308
C -2.745 3.836 -3.748
C -1.116 -0.548 -1.270
C -0.707 4.615 -5.396
C 1.766 2.104 -3.088
C 2.341 2.405 3.700
C -1.724 1.732 -4.136
C 4.556 5.062 1.640
C -2.670 -2.301 -0.098
C 1.063 2.844 4.373
C 3.331 -2.972 2.549
C 2.621 1.948 -1.846
C -0.281 -0.355 -4.341
C -4.082 -2.455 1.951
C -0.100 -1.254 3.448
C 5.378 6.324 1.486
C 1.118 -6.327 0.781
C 4.170 -2.496 1.356
C 3.196 -2.318 0.157
C 2.071 -2.131 2.596
C -3.427 -2.937 4.593
C -4.750 -1.305 1.211
C -2.516 -3.780 3.612
C -0.373 1.054 -3.712
C 0.891 -4.738 -0.933
C 0.404 1.055 -0.126
C -2.820 0.775 -4.064
C -0.587 4.996 -3.925
C 0.558 3.683 1.035
C 1.021 -2.580 -2.026
H 0.837 -0.711 3.329
H 1.287 -2.745 3.038
H -1.754 0.248 3.597
H -1.188 -2.102 -2.207
H 0.280 4.284 -0.966
H -0.848 -0.444 0.957
H 0.889 1.031 5.454
H -0.037 -0.210 -5.393
H 2.762 -3.214 -0.287
H -2.994 -4.672 3.208
H 1.488 1.190 -3.613
H -1.593 -2.445 -0.011
H -2.863 -4.150 1.253
H -3.686 0.951 -4.702
H -0.625 -3.326 -3.283
H -1.133 0.078 1.937
H 1.179 -4.283 0.014
H -0.695 1.788 5.054
H -0.383 5.330 -6.151
H -3.409 3.041 -3.407
H -5.381 -0.551 1.681
H -1.996 2.612 -3.554
H 6.254 6.293 0.837
H -1.653 2.067 -5.171
H 2.741 -3.759 -1.676
H 1.869 -4.338 -2.881
H -3.367 -2.083 2.685
H 4.732 7.112 1.099
H 0.881 2.722 -2.935
H -0.330 1.045 2.528
H 0.621 1.505 0.843
H 0.416 1.739 -4.020
H 0.298 -4.460 0.289
H -2.642 0.768 -0.527
H -2.103 -1.138 2.536
H 1.578 -6.496 -0.193
H 1.398 -1.960 -2.840
H -1.162 5.908 -3.768
H 3.146 -4.003 2.247
H 3.667 5.308 2.221
H -2.530 0.874 -2.274
H 0.228 -0.360 3.536
H -1.487 4.244 -2.110
H -1.691 -1.468 -1.171
H -0.238 -1.373 4.523
H -0.354 -0.600 -2.048
H 1.095 -5.809 -0.954
H -2.388 -3.202 2.696
H 3.556 1.454 -2.110
H 0.414 5.133 -3.516
H -0.036 3.748 1.946
H 1.157 3.586 5.166
H -4.750 -3.023 2.598
H 2.090 1.288 -1.160
H 0.379 -1.153 -4.001
H 5.606 6.639 2.504
H 3.521 -1.692 -0.674
H 2.201 -1.258 3.237
H -4.258 -2.521 4.023
H 2.874 3.238 3.242
H -5.404 -1.734 0.452
H -0.462 0.878 -2.640
H -0.209 5.422 0.261
H 0.626 3.449 3.579
H -3.849 -3.515 5.415
H 5.013 4.280 2.246
H 1.795 -6.741 1.529
H 3.974 -2.966 3.430
H 1.055 -1.931 -1.152
H 2.966 1.999 4.495
H -2.952 -1.991 4.854
H 1.289 1.081 -0.762
H -3.316 4.723 -3.475
H -0.827 2.978 -2.962
H 2.359 2.690 -3.789
H -0.191 3.689 -5.649
H 0.473 2.623 0.796
H -1.343 4.135 -0.083
H 0.221 -6.945 0.742
H 0.451 -1.156 0.194
H 4.682 -1.576 1.638
H -2.964 -2.669 -1.081
H -3.321 0.807 -3.097
H -4.230 -3.711 0.311
H 1.644 -4.258 1.346
H 4.953 -3.170 1.009
*
```

Summary:
energy relative to the best compared isomer or geometry (same formula, charge and spin) = 82.8448 eV
E_HOMO = -7.115 eV
LUMO = 0.163 eV
calculated total energy = -6698.12198 Ha

Atomic partial charges in e from the Mulliken method, atoms 1 to 2: 1.44 2.68